Entry 1:
DFT (ωB97M-V with the def2-TZVPD basis set) results for C7H7MnN2S4SbSe2Te2 as an isolated structure at a distorted geometry.

* multiplicity: 3
* net charge: -1
* orbital gap (alpha / beta): 5.8110 / 6.1212 eV
* lowest unoccupied orbital energy (alpha / beta): 1.18 / 1.43 eV
* highest occupied orbital energy (alpha / beta): -4.6 / -4.7 eV
* maximum force: 2.09 eV/Å

Atoms and positions in Å:
1 Te -0.241 2.149 3.315
2 Te 1.900 0.459 3.116
3 Sb -1.760 -2.978 0.323
4 Se -0.466 2.425 0.817
5 Se 0.787 -0.812 1.240
6 Mn 0.009 0.589 -0.390
7 S -0.723 -1.801 2.409
8 S -0.257 2.043 -2.268
9 S -1.486 -0.825 -0.946
10 S -3.924 -2.965 0.937
11 N 1.604 0.063 -1.412
12 N -2.728 3.323 -2.700
13 C 1.483 -0.475 -2.635
14 C 4.923 -0.019 -4.149
15 C 2.530 -0.530 -3.533
16 C 3.772 -0.014 -3.188
17 C 2.812 0.528 -1.060
18 C -1.729 2.783 -2.477
19 C 3.899 0.512 -1.906
20 H 4.842 0.917 -1.561
21 H 2.355 -0.960 -4.510
22 H 0.509 -0.873 -2.880
23 H 4.623 -0.424 -5.113
24 H 5.748 -0.616 -3.758
25 H 2.898 0.937 -0.060
26 H 5.295 0.996 -4.301

Cartesian forces (eV/Å) of the 6 atoms listed first:
0.34 -0.36 0.11
-0.18 0.51 0.05
-0.02 0.17 0.38
-0.20 1.02 0.46
1.27 -1.29 1.04
-0.91 1.35 -0.76


Entry 2:
DFT (ωB97M-V with the def2-TZVPD basis set) results for C5H20KO5 as an isolated structure at a distorted geometry.

* multiplicity: 1
* net charge: +1
* orbital gap: 10.9309 eV
* lowest unoccupied orbital energy: -2.63 eV
* energy relative to the best compared isomer or geometry (same formula, charge and spin): 9.3 kcal/mol
* highest occupied orbital energy: -13.6 eV
* maximum force: 1.95 eV/Å

Atoms and positions in Å:
1 K 0.720 0.063 0.369
2 O 0.947 -1.257 3.130
3 O 0.683 2.865 0.451
4 O 2.471 -0.626 -1.673
5 O -1.674 0.776 -1.263
6 O -0.673 -2.269 0.037
7 C 0.749 3.460 -0.853
8 C 2.187 -0.203 -2.980
9 C 1.148 -1.857 4.419
10 C -1.953 -2.576 -0.537
11 C -2.734 1.177 -0.359
12 H 2.650 -0.860 -3.716
13 H 1.118 -0.167 -3.188
14 H 0.183 2.964 -1.641
15 H -2.756 -2.157 0.070
16 H 2.545 0.820 -3.094
17 H 3.378 -0.930 -1.591
18 H 0.919 3.551 1.080
19 H 0.851 -1.073 5.116
20 H 0.246 4.418 -0.730
21 H -1.858 1.125 -2.138
22 H 0.485 -2.696 4.628
23 H -0.334 -3.025 0.522
24 H 0.070 -0.868 3.137
25 H -2.093 -3.657 -0.580
26 H 1.726 3.722 -1.260
27 H -3.710 1.065 -0.831
28 H -2.701 2.211 -0.015
29 H 2.160 -2.239 4.558
30 H -2.677 0.525 0.513
31 H -2.071 -2.280 -1.579

Cartesian forces (eV/Å) of the 6 atoms listed first:
0.00 -0.06 -0.17
0.32 -0.45 -0.64
0.41 -0.85 -0.73
-0.53 -0.37 1.15
-0.19 0.33 0.75
-0.10 0.52 -0.37


Entry 3:
DFT (ωB97M-V with the def2-TZVPD basis set) results for C17H16MnN3O4 as an isolated structure.

* multiplicity: 6
* net charge: -1
* orbital gap (alpha / beta): 6.6347 / 6.8839 eV
* lowest unoccupied orbital energy (alpha / beta): 1.84 / 1.83 eV
* highest occupied orbital energy (alpha / beta): -4.8 / -5.1 eV
* maximum force: 0.51 eV/Å

Atoms and positions in Å:
1 Mn 0.195 1.063 0.649
2 O 0.490 0.565 2.578
3 O 6.624 -1.283 2.217
4 O 6.913 -1.145 -0.017
5 O 1.997 -0.218 4.030
6 N -1.661 0.236 -0.128
7 N 2.172 0.216 0.524
8 N -4.112 0.033 -0.389
9 C 6.280 -1.036 1.051
10 C 2.640 -0.051 1.756
11 C -2.809 0.153 -0.238
12 C 4.809 -0.578 0.879
13 C -4.960 1.204 -0.201
14 C -4.585 -1.018 -1.281
15 C -1.205 2.614 -3.541
16 C -2.540 2.994 -3.435
17 C 1.653 0.114 2.909
18 C -2.985 3.478 -2.210
19 C 3.950 -0.450 1.963
20 C 4.310 -0.290 -0.388
21 C -0.789 3.142 -1.196
22 C -2.137 3.542 -1.119
23 C -0.352 2.698 -2.458
24 C 0.079 3.134 -0.023
25 C 2.996 0.103 -0.524
26 H 2.568 0.334 -1.494
27 H -4.004 3.838 -2.113
28 H -0.818 2.256 -4.488
29 H 4.982 -0.390 -1.229
30 H -4.661 -0.656 -2.310
31 H 1.109 3.421 -0.256
32 H -5.928 0.866 0.169
33 H -3.893 -1.855 -1.241
34 H -5.082 1.751 -1.137
35 H -4.502 1.858 0.536
36 H 0.685 2.404 -2.583
37 H -0.300 3.773 0.778
38 H -5.564 -1.353 -0.937
39 H -3.202 2.942 -4.289
40 H 4.314 -0.663 2.957
41 H -2.505 3.943 -0.180

Cartesian forces (eV/Å) of the 6 atoms listed first:
0.16 0.29 0.16
-0.19 0.12 -0.17
-0.05 0.13 0.13
0.01 0.14 -0.14
0.04 0.12 -0.05
-0.39 -0.16 0.20


Entry 4:
DFT (ωB97M-V with the def2-TZVPD basis set) results for a 2-piece molecular cluster, C5H11NO overall at a distorted geometry.

* multiplicity: 1
* orbital gap (alpha / beta): 8.2675 / 8.2669 eV
* lowest unoccupied orbital energy (alpha / beta): 0.76 / 0.76 eV
* energy relative to the best compared isomer or geometry (same formula, charge and spin): 111.3 kcal/mol
* highest occupied orbital energy (alpha / beta): -7.5 / -7.5 eV
* maximum force: 1.31 eV/Å

Atoms and positions in Å:
1 O -1.987 0.774 0.302
2 N 2.025 -0.452 0.431
3 C 0.585 1.826 -0.365
4 C -0.952 -0.085 0.027
5 C 0.206 0.389 -0.653
6 C 1.230 -0.578 -0.637
7 C -1.506 -1.476 -0.162
8 H 1.120 -1.545 -1.125
9 H -0.743 -2.240 -0.044
10 H 2.689 -1.201 0.590
11 H -2.301 -1.642 0.563
12 H -1.938 -1.568 -1.161
13 H -0.109 2.510 -0.865
14 H 1.596 2.034 -0.706
15 H 1.265 -0.243 1.299
16 H -1.653 1.673 0.396
17 H 0.566 2.060 0.710
18 H -0.094 -0.235 1.398

Cartesian forces (eV/Å) of the 6 atoms listed first:
0.12 -0.07 0.11
-0.40 0.55 0.51
-0.01 -0.21 0.26
0.29 -0.24 0.42
0.60 0.14 -0.08
-0.79 -0.08 0.21